*1*
DFT (the ωB97M-V functional and the def2-TZVPD basis) results for an isolated ion of composition C3H5OS and charge -1.

CARTESIAN COORDINATES (ANGSTROEM)
S1 -0.75236 -1.35692 -1.62139
O1 2.38411 -0.00075 1.03851
C1 0.13175 0.49344 0.20176
C2 1.29929 -0.45978 0.57725
C3 -1.18221 -0.10664 -0.46870
H1 -1.57509 0.78153 -0.99341
H2 1.08021 -1.43284 0.70390
H3 0.52079 1.13253 -0.68295
H4 0.02016 1.30643 0.94912
H5 -1.92664 -0.35700 0.29590

## Properties
- charge = -1
- structure (SMILES) = O=CCC[S-]
- 2S+1 = 1
- LUMO energy (Ha) = 0.1540
- Kohn-Sham gap (Eh) = 0.2503

***

*2*
DFT (the ωB97M-V functional and the def2-TZVPD basis) results for a 2-piece molecular cluster, C3H5OS overall.

CARTESIAN COORDINATES (ANGSTROEM)
S1 -3.07241 -0.19768 -0.44384
O1 -1.33450 0.12224 1.46698
C1 1.41384 -0.25903 -1.13067
C2 -2.37087 0.47819 0.91240
C3 1.76615 -0.38043 0.15458
H1 -2.80360 1.47688 1.15679
H2 2.12839 0.07508 -1.90572
H3 0.46095 -0.50909 -1.43159
H4 2.73665 -0.10926 0.39899
H5 1.07541 -0.69689 0.82207

## Properties
- charge = -1
- 2S+1 = 1
- LUMO energy (Ha) = 0.1489
- Kohn-Sham gap (Eh) = 0.2651

***

Among the structures above, stability is greatest for *2*.